Entry from OMol25: an isolated molecule of C9H4Cl2N2 (ωB97M-V/def2-TZVPD).

Each line ends with the Löwdin charge.
Cartesian coordinates (Å):
C1 3.83076 -1.00159 1.54843  -0.228
C2 -1.59909 0.61632 1.34222  -0.206
C3 1.76333 -1.07546 2.73229  -0.023
C4 2.41554 -0.94590 1.48424  -0.278
C5 1.34119 -1.18233 3.85908  -0.553
C6 1.75808 -0.73901 0.32118  -0.593
C7 -0.38038 0.15420 -0.82003  -0.065
C8 0.28475 -0.66113 0.23729  -0.262
C9 -0.38822 0.65832 0.60110  -0.217
N1 4.97273 -1.01437 1.62751  0.181
N2 -2.58677 0.58073 1.92075  0.160
Cl1 0.69315 -1.29235 5.34265  0.777
Cl2 2.65408 -0.57074 -1.14569  0.781
H1 0.25494 1.49360 0.84987  0.155
H2 0.25076 0.69129 -1.51232  0.092
H3 -1.30906 -0.19507 -1.24903  0.121
H4 -0.22095 -1.55515 0.58804  0.157

F_max	0.1497	Eh/bohr
spin multiplicity	3
lowest unoccupied orbital energy (alpha / beta)	0.017 / -0.133	hartree
expectation value of S²	2.03
Kohn-Sham gap (alpha / beta)	7.23 / 7.28	eV